# 1
Computed, not measured: the molecule C3H7N3S in a non-equilibrium geometry, with wB97M-V/def2-TZVPD.

The geometry in XYZ format:
```
14
Properties=species:S:1:pos:R:3:nbo_charge:R:1
C -1.49 0.46 -1.49 -0.43
N -0.02 0.44 -1.42 -0.52
N 0.32 -0.97 -1.04 -0.31
C 0.65 -1.05 0.20 0.25
N 0.81 0.10 1.02 -0.62
C 1.09 0.13 2.35 -0.07
S 1.30 -1.16 3.33 -0.12
H -1.93 -0.38 -2.04 0.19
H -1.77 1.41 -1.94 0.20
H -1.92 0.47 -0.47 0.19
H 0.28 0.49 -2.40 0.36
H 0.78 -2.00 0.68 0.22
H 0.64 0.95 0.47 0.44
H 1.25 1.12 2.75 0.20
```

Properties
HOMO level   -8.7 eV
LUMO level   0.083 eV
SMILES   CN/N=C\NC=S
Gap between HOMO and LUMO   0.3244 Ha

# 2
Computed, not measured: the molecule C3H7N3S2 in a non-equilibrium geometry, with wB97M-V/def2-TZVPD.

The geometry in XYZ format:
```
15
Properties=species:S:1:pos:R:3:nbo_charge:R:1
C 0.39 0.78 1.24 -0.05
C -0.26 1.81 0.47 -0.70
C -1.01 -1.51 -0.32 -0.45
N 1.20 0.37 -1.22 -0.58
N 1.20 -0.44 -0.12 -0.11
N 0.42 -1.53 -0.08 -0.47
S 0.51 0.42 2.77 0.16
S -0.11 1.50 -1.37 0.33
H -1.33 1.85 0.67 0.27
H 0.18 2.79 0.67 0.26
H -1.35 -2.51 -0.57 0.21
H -1.52 -1.20 0.60 0.19
H -1.30 -0.83 -1.13 0.20
H 2.08 0.87 -1.25 0.37
H 0.91 -2.36 -0.38 0.37
```

Properties
HOMO level   -8.0 eV
LUMO level   -0.240 eV
Gap between HOMO and LUMO   0.2863 Ha

# 3
Computed, not measured: an isolated ion of composition C3H7N4 and charge +1 in a non-equilibrium geometry, with wB97M-V/def2-TZVPD.

The geometry in XYZ format:
```
14
Properties=species:S:1:pos:R:3:nbo_charge:R:1
N 2.27 -1.20 -0.05 -0.46
C 1.42 -0.40 -0.03 0.53
C 1.36 0.98 0.19 -0.06
N 0.39 1.76 0.15 -0.22
C -0.86 1.19 -0.19 -0.13
N -0.75 -0.26 -0.46 -0.41
N -1.34 -1.18 0.36 -0.68
H 2.50 -2.25 -0.16 0.50
H 2.30 1.33 0.68 0.26
H -1.62 1.38 0.50 0.24
H -1.20 1.84 -1.13 0.26
H -0.80 -0.75 -1.28 0.42
H -2.32 -1.27 0.04 0.37
H -1.34 -1.18 1.40 0.39
```

Properties
Total charge   +1
HOMO level   -13.7 eV
LUMO level   -5.151 eV
SMILES   [NH+]#C/C=N\CNN
Gap between HOMO and LUMO   0.3158 Ha

# 4
Computed, not measured: an isolated ion of composition C3H7N4 and charge +1 in a non-equilibrium geometry, with wB97M-V/def2-TZVPD.

The geometry in XYZ format:
```
14
Properties=species:S:1:pos:R:3:nbo_charge:R:1
C -1.00 1.10 0.67 -0.64
C 0.13 0.98 -0.35 -0.26
N -0.21 -0.04 -1.35 -0.22
N -0.07 -1.26 -1.26 0.00
C 0.58 -1.83 -0.26 -0.09
N 1.15 -1.30 0.89 0.08
N 1.58 -0.97 1.88 0.27
H -1.37 0.10 1.08 0.22
H -1.87 1.73 0.33 0.25
H -0.63 1.46 1.58 0.24
H 0.94 0.64 0.21 0.20
H 0.35 1.91 -0.93 0.25
H -0.44 0.36 -2.29 0.43
H 0.86 -2.87 -0.20 0.27
```

Properties
Total charge   +1
HOMO level (spin up / spin down)   -14.7 / -14.7 eV
LUMO level (spin up / spin down)   -5.860 / -5.860 eV
SMILES   CCN/N=C\[N+]#N
Gap between HOMO and LUMO (spin up / spin down)   0.3260 / 0.3259 Ha